1.
Formula: C28H40BrCoN4O8S3Si
Source: the OMol25 dataset
Level of theory: wB97M-V/def2-TZVPD

XYZ file:
```
86
Properties=species:S:1:pos:R:3
Co -2.315 0.537 0.453
O -5.313 1.205 -2.190
S -4.443 1.266 -1.077
O -3.004 1.436 -1.368
O -4.594 0.345 0.028
C -3.029 -1.751 -1.613
C -2.982 -1.837 -2.976
C -2.734 -3.106 -3.502
C -2.555 -4.195 -2.657
C -2.613 -4.043 -1.278
C -2.857 -2.785 -0.737
S -2.954 -2.559 1.028
O -2.114 -3.576 1.605
O -4.338 -2.552 1.392
O -2.324 -1.200 1.224
H -3.137 -0.976 -3.615
H -2.687 -3.239 -4.576
H -2.362 -5.172 -3.079
H -2.456 -4.879 -0.607
N -1.974 8.273 -1.895
C -2.478 7.168 -1.273
C -3.260 7.296 -0.116
C -3.790 6.180 0.495
C -3.550 4.926 -0.048
C -2.776 4.773 -1.196
C -2.244 5.887 -1.802
S -4.183 3.531 0.766
O -4.903 2.764 -0.416
O -5.160 3.905 1.727
N -3.051 2.567 1.222
C -1.747 2.989 1.341
N -1.390 4.174 1.814
C -0.085 4.429 1.819
C 0.868 3.525 1.375
C 0.402 2.302 0.935
N -0.898 2.030 0.924
H -2.045 9.173 -1.460
H -1.325 8.174 -2.653
H -3.448 8.279 0.296
H -4.389 6.269 1.391
H -2.607 3.787 -1.613
H -1.652 5.781 -2.703
H 0.205 5.400 2.205
H 1.922 3.755 1.385
H 1.050 1.513 0.579
C 5.050 -1.857 -0.158
C 3.782 -1.021 -0.402
C 3.667 -0.752 -1.910
C 3.989 0.347 0.263
Si 2.252 -1.963 0.295
Br 0.437 -0.900 -0.675
C 2.035 -1.811 2.194
C 3.366 -2.098 2.912
C 0.993 -2.820 2.700
C 1.525 -0.430 2.631
C 2.147 -3.757 -0.361
C 0.708 -4.296 -0.350
C 2.627 -3.828 -1.819
C 3.028 -4.694 0.484
H 5.923 -1.285 -0.490
H 5.043 -2.792 -0.718
H 5.198 -2.097 0.897
H 4.591 -0.270 -2.249
H 2.836 -0.082 -2.133
H 3.532 -1.658 -2.498
H 4.867 0.823 -0.186
H 4.166 0.283 1.334
H 3.140 1.009 0.085
H 3.789 -3.067 2.641
H 3.184 -2.111 3.991
H 4.121 -1.335 2.719
H 1.328 -3.852 2.600
H 0.031 -2.725 2.196
H 0.823 -2.639 3.766
H 2.177 0.390 2.337
H 1.456 -0.418 3.724
H 0.523 -0.245 2.240
H 0.047 -3.694 -0.972
H 0.263 -4.350 0.640
H 0.723 -5.309 -0.767
H 2.039 -3.173 -2.467
H 2.491 -4.853 -2.177
H 3.682 -3.579 -1.937
H 2.678 -4.773 1.513
H 4.076 -4.390 0.502
H 2.985 -5.698 0.049
```

The HOMO-LUMO gap (spin up / spin down) comes out at 8.6 / 8.5 eV. As for the expectation value of S²: 6.01. The electronic energy comes out at -7352.76065 hartree. The spin multiplicity is 5. For the energy above the lowest of the compared OMol25 structures with the same formula, charge and spin, the calculation gives 1.630 eV.


2.
Formula: C28H40CaIN2O2P4S2
Source: the OMol25 dataset
Level of theory: wB97M-V/def2-TZVPD

XYZ file:
```
80
Properties=species:S:1:pos:R:3
Ca 0.165 0.142 0.642
C 3.180 -0.635 3.425
P 2.526 0.741 2.424
C 4.029 1.714 2.036
C 1.737 1.769 3.729
C 1.220 3.118 3.222
P 0.160 2.965 1.705
C 0.892 4.214 0.583
C -1.368 3.808 2.248
H 3.774 -0.270 4.264
H 3.799 -1.287 2.807
H 2.340 -1.219 3.801
H 4.682 1.148 1.371
H 4.585 1.954 2.945
H 3.761 2.643 1.533
H 2.447 1.910 4.549
H 0.909 1.171 4.124
H 2.050 3.795 3.008
H 0.626 3.594 4.004
H 0.988 5.184 1.071
H 0.259 4.320 -0.299
H 1.879 3.886 0.252
H -1.146 4.802 2.642
H -1.851 3.212 3.023
H -2.063 3.909 1.416
C 3.061 1.359 -2.307
P 2.205 -0.083 -1.564
C 3.625 -1.086 -0.990
C 1.637 -1.039 -3.024
C 2.509 -1.210 -4.101
C 2.130 -1.925 -5.223
C 0.864 -2.490 -5.281
C -0.007 -2.334 -4.218
C 0.357 -1.609 -3.080
P -0.849 -1.424 -1.703
C -2.418 -1.087 -2.581
C -1.120 -3.155 -1.172
H 3.909 1.063 -2.923
H 3.426 1.999 -1.502
H 2.370 1.938 -2.920
H 4.308 -1.323 -1.807
H 3.262 -2.017 -0.552
H 4.168 -0.534 -0.222
H 3.502 -0.779 -4.068
H 2.820 -2.043 -6.048
H 0.558 -3.052 -6.153
H -0.990 -2.783 -4.277
H -2.727 -1.936 -3.192
H -2.319 -0.208 -3.219
H -3.188 -0.893 -1.833
H -1.355 -3.809 -2.013
H -1.957 -3.166 -0.470
H -0.239 -3.532 -0.652
O -0.495 -1.094 4.010
S -0.925 -1.604 2.739
O 0.182 -1.974 1.840
N -1.803 -0.549 1.873
C -3.053 -1.001 1.635
S -4.196 -0.221 0.748
C -3.280 -2.350 2.244
C -4.438 -3.109 2.227
C -4.422 -4.348 2.853
C -3.277 -4.823 3.489
C -2.113 -4.066 3.516
C -2.152 -2.843 2.878
H -5.323 -2.728 1.735
H -5.317 -4.956 2.853
H -3.297 -5.791 3.972
H -1.221 -4.418 4.014
I -0.440 2.234 -5.234
C -1.368 2.343 -3.377
C -2.630 2.892 -3.204
C -3.179 2.871 -1.935
C -2.459 2.313 -0.891
N -1.241 1.790 -1.050
C -0.717 1.806 -2.278
H -3.174 3.315 -4.038
H -4.166 3.273 -1.754
H -2.883 2.246 0.101
H 0.261 1.361 -2.399
```

The HOMO-LUMO gap comes out at 8.2 eV. As for the charge: +1. The electronic energy comes out at -4488.00352 hartree. For the energy above the lowest of the compared OMol25 structures with the same formula, charge and spin, the calculation gives 0.424 eV.


3.
Formula: C28H40Cl28N2O3P
Source: the OMol25 dataset
Level of theory: wB97M-V/def2-TZVPD

XYZ file:
```
102
Properties=species:S:1:pos:R:3
C -3.050 3.909 -0.716
C -3.861 2.622 -0.980
C -3.991 2.278 -2.467
C -2.756 1.683 -3.182
C -1.760 0.919 -2.296
C -0.645 1.787 -1.696
C 0.601 0.966 -1.367
C 1.825 1.693 -0.994
N 2.596 1.035 -0.205
C 3.964 1.485 0.201
C 4.366 2.726 -0.578
C 4.179 1.705 1.705
C 3.529 2.980 2.259
C 2.000 -0.317 0.104
C 2.434 -1.052 1.378
C 1.868 -0.664 2.742
C 1.731 -1.781 3.737
N 1.585 0.519 3.094
P 2.743 -1.450 -1.235
O 1.903 -2.629 -1.515
C 0.509 -0.174 -0.309
C -0.569 0.062 0.760
C -1.146 -1.263 1.290
C -1.716 -1.248 2.712
C -2.382 0.016 3.171
O -2.347 0.414 4.275
O -3.093 0.673 2.193
H -2.341 3.791 0.110
H -3.704 4.737 -0.439
H -2.472 4.208 -1.594
H -3.481 1.784 -0.387
H -4.877 2.792 -0.612
H -4.826 1.587 -2.600
H -4.265 3.210 -2.972
H -2.210 2.458 -3.731
H -3.113 0.980 -3.938
H -1.290 0.133 -2.901
H -2.315 0.396 -1.511
H -0.990 2.307 -0.801
H -0.371 2.531 -2.453
H 0.869 0.462 -2.317
H 2.082 2.672 -1.377
H 4.645 0.687 -0.113
H 4.283 2.542 -1.654
H 3.725 3.581 -0.348
H 5.406 2.975 -0.376
H 3.890 0.848 2.304
H 5.266 1.787 1.804
H 2.588 3.228 1.755
H 4.194 3.840 2.175
H 3.299 2.852 3.318
H 3.526 -0.992 1.452
H 2.209 -2.111 1.203
H 0.986 -1.506 4.483
H 2.678 -1.927 4.266
H 1.445 -2.722 3.264
H 1.731 1.194 2.346
H 4.020 -1.719 -0.722
H 2.993 -0.566 -2.306
H 0.203 -1.072 -0.856
H -0.249 0.719 1.570
H -1.380 0.588 0.261
H -0.402 -2.063 1.206
H -1.953 -1.551 0.609
H -2.491 -2.022 2.774
H -0.976 -1.498 3.469
H -2.775 1.588 2.184
C -6.342 -1.897 4.200
Cl -5.242 -2.983 5.054
Cl -7.343 -1.024 5.362
Cl -5.391 -0.739 3.262
Cl -7.377 -2.832 3.119
C 7.829 1.220 -2.756
Cl 7.176 2.637 -3.586
Cl 8.490 0.091 -3.914
Cl 9.050 1.725 -1.597
Cl 6.483 0.424 -1.885
C 5.798 -1.061 -7.131
Cl 6.728 -2.371 -6.383
Cl 5.841 0.361 -6.079
Cl 6.502 -0.653 -8.686
Cl 4.127 -1.589 -7.348
C 8.439 -3.996 -2.048
Cl 9.364 -5.434 -2.443
Cl 7.177 -4.417 -0.874
Cl 9.503 -2.772 -1.346
Cl 7.687 -3.345 -3.511
C -9.274 -5.470 0.553
Cl -8.023 -6.294 1.487
Cl -9.912 -4.119 1.499
Cl -8.576 -4.852 -0.948
Cl -10.576 -6.596 0.180
C -4.801 -3.365 9.340
Cl -5.770 -2.223 8.412
Cl -3.812 -4.330 8.229
Cl -3.743 -2.487 10.446
Cl -5.858 -4.437 10.256
C -5.867 3.146 -6.026
Cl -6.405 2.697 -7.639
Cl -6.458 4.756 -5.621
Cl -6.491 1.982 -4.849
Cl -4.093 3.150 -5.979
```

The HOMO-LUMO gap comes out at 8.6 eV. As for the charge: +1. The electronic energy comes out at -14652.53931 hartree.


4.
Formula: C28H40Cl3IrO2SeSi
Source: the OMol25 dataset
Level of theory: wB97M-V/def2-TZVPD

XYZ file:
```
76
Properties=species:S:1:pos:R:3
Ir -0.010 -0.840 -2.766
C 2.923 1.895 2.928
C 3.773 0.664 2.584
C 3.560 -0.416 3.654
C 5.245 1.077 2.603
C 3.344 0.128 1.219
C 2.042 -0.299 1.025
C 1.646 -0.682 -0.244
Se 0.015 -1.654 -0.581
C -1.666 -0.806 -0.201
C -2.076 -0.549 1.094
C -3.368 -0.108 1.317
C -4.217 -0.056 0.206
C -3.845 -0.359 -1.099
C -2.491 -0.689 -1.340
O -2.036 -0.896 -2.589
C -4.878 -0.386 -2.230
C -6.286 -0.064 -1.724
C -4.914 -1.799 -2.834
C -4.538 0.635 -3.323
C -3.810 0.278 2.728
C -3.640 -0.922 3.669
C -2.939 1.441 3.224
C -5.272 0.722 2.773
C 2.488 -0.694 -1.378
O 2.030 -0.970 -2.608
C 3.855 -0.418 -1.140
C 4.216 0.012 0.130
C 4.906 -0.665 -2.230
C 6.327 -0.412 -1.717
C 4.822 -2.140 -2.655
C 4.695 0.235 -3.454
H 3.210 2.294 3.904
H 1.860 1.650 2.964
H 3.059 2.679 2.181
H 3.871 -0.044 4.633
H 4.143 -1.309 3.424
H 2.511 -0.708 3.728
H 5.498 1.469 3.590
H 5.453 1.859 1.871
H 5.906 0.231 2.403
H 1.329 -0.318 1.841
H -1.378 -0.674 1.914
H -5.241 0.237 0.374
H -6.623 -0.775 -0.967
H -6.981 -0.120 -2.563
H -6.351 0.945 -1.310
H -5.190 -2.534 -2.074
H -3.947 -2.075 -3.250
H -5.659 -1.840 -3.632
H -4.511 1.646 -2.912
H -5.306 0.604 -4.100
H -3.576 0.425 -3.778
H -2.599 -1.246 3.724
H -4.238 -1.769 3.329
H -3.960 -0.658 4.679
H -1.882 1.168 3.247
H -3.233 1.731 4.235
H -3.045 2.309 2.571
H -5.947 -0.078 2.462
H -5.449 1.591 2.137
H -5.535 0.998 3.795
H 5.251 0.271 0.290
H 6.577 -1.054 -0.870
H 6.477 0.629 -1.424
H 7.033 -0.633 -2.520
H 5.007 -2.796 -1.802
H 5.579 -2.348 -3.414
H 3.844 -2.374 -3.071
H 4.802 1.286 -3.183
H 3.712 0.089 -3.893
H 5.453 0.000 -4.205
Cl -0.555 2.122 -0.538
Si 0.039 1.393 -2.357
Cl 1.876 2.226 -2.705
Cl -1.187 2.239 -3.771
```

The HOMO-LUMO gap comes out at 6.2 eV. The electronic energy comes out at -5417.41259 hartree. For the energy above the lowest of the compared OMol25 structures with the same formula, charge and spin, the calculation gives 0.000 eV.


Repeat the first record exactly.
Formula: C28H40BrCoN4O8S3Si
Source: the OMol25 dataset
Level of theory: wB97M-V/def2-TZVPD

XYZ file:
```
86
Properties=species:S:1:pos:R:3
Co -2.315 0.537 0.453
O -5.313 1.205 -2.190
S -4.443 1.266 -1.077
O -3.004 1.436 -1.368
O -4.594 0.345 0.028
C -3.029 -1.751 -1.613
C -2.982 -1.837 -2.976
C -2.734 -3.106 -3.502
C -2.555 -4.195 -2.657
C -2.613 -4.043 -1.278
C -2.857 -2.785 -0.737
S -2.954 -2.559 1.028
O -2.114 -3.576 1.605
O -4.338 -2.552 1.392
O -2.324 -1.200 1.224
H -3.137 -0.976 -3.615
H -2.687 -3.239 -4.576
H -2.362 -5.172 -3.079
H -2.456 -4.879 -0.607
N -1.974 8.273 -1.895
C -2.478 7.168 -1.273
C -3.260 7.296 -0.116
C -3.790 6.180 0.495
C -3.550 4.926 -0.048
C -2.776 4.773 -1.196
C -2.244 5.887 -1.802
S -4.183 3.531 0.766
O -4.903 2.764 -0.416
O -5.160 3.905 1.727
N -3.051 2.567 1.222
C -1.747 2.989 1.341
N -1.390 4.174 1.814
C -0.085 4.429 1.819
C 0.868 3.525 1.375
C 0.402 2.302 0.935
N -0.898 2.030 0.924
H -2.045 9.173 -1.460
H -1.325 8.174 -2.653
H -3.448 8.279 0.296
H -4.389 6.269 1.391
H -2.607 3.787 -1.613
H -1.652 5.781 -2.703
H 0.205 5.400 2.205
H 1.922 3.755 1.385
H 1.050 1.513 0.579
C 5.050 -1.857 -0.158
C 3.782 -1.021 -0.402
C 3.667 -0.752 -1.910
C 3.989 0.347 0.263
Si 2.252 -1.963 0.295
Br 0.437 -0.900 -0.675
C 2.035 -1.811 2.194
C 3.366 -2.098 2.912
C 0.993 -2.820 2.700
C 1.525 -0.430 2.631
C 2.147 -3.757 -0.361
C 0.708 -4.296 -0.350
C 2.627 -3.828 -1.819
C 3.028 -4.694 0.484
H 5.923 -1.285 -0.490
H 5.043 -2.792 -0.718
H 5.198 -2.097 0.897
H 4.591 -0.270 -2.249
H 2.836 -0.082 -2.133
H 3.532 -1.658 -2.498
H 4.867 0.823 -0.186
H 4.166 0.283 1.334
H 3.140 1.009 0.085
H 3.789 -3.067 2.641
H 3.184 -2.111 3.991
H 4.121 -1.335 2.719
H 1.328 -3.852 2.600
H 0.031 -2.725 2.196
H 0.823 -2.639 3.766
H 2.177 0.390 2.337
H 1.456 -0.418 3.724
H 0.523 -0.245 2.240
H 0.047 -3.694 -0.972
H 0.263 -4.350 0.640
H 0.723 -5.309 -0.767
H 2.039 -3.173 -2.467
H 2.491 -4.853 -2.177
H 3.682 -3.579 -1.937
H 2.678 -4.773 1.513
H 4.076 -4.390 0.502
H 2.985 -5.698 0.049
```

The HOMO-LUMO gap (spin up / spin down) comes out at 8.6 / 8.5 eV. As for the expectation value of S²: 6.01. The electronic energy comes out at -7352.76065 hartree. The spin multiplicity is 5. For the energy above the lowest of the compared OMol25 structures with the same formula, charge and spin, the calculation gives 1.630 eV.